H3N2PS | ωB97M-V/def2-TZVPD

Summary:
Frontier orbital gap (alpha / beta), Ha: 0.2456 / 0.2214
HOMO energy (alpha / beta), eV: -7.88 / -7.56
LUMO level (alpha / beta), eV: -1.20 / -1.54

Last column: Mulliken charge in e.
Element x y z (Å)
N -0.0158 0.6623 -1.0331  -0.179
N 0.6000 -0.4901 -0.9823  -0.522
H 0.0145 1.4124 -0.2909  0.230
S -1.2447 -0.1819 2.1876  -0.220
H 1.5542 -0.6183 -0.5563  0.255
H -1.0721 0.7028 -1.2260  0.269
P 0.1639 -1.4873 1.9010  0.168


C38H69Br2F2N2O23S5 | ωB97M-V/def2-TZVPD

Summary:
Frontier orbital gap, Ha: 0.2425
HOMO energy, eV: -11.97
Net charge: +1
LUMO level, eV: -5.37

Last column: Mulliken charge in e.
Element x y z (Å)
H 4.3320 -2.6433 -5.3802  -0.012
H 1.9491 -3.2391 1.3389  0.358
O 3.5298 6.7526 2.5531  -0.328
C 2.4179 5.8727 2.7024  -0.159
H -0.7383 -1.1782 -5.2085  0.181
H -2.6430 1.1463 -4.1143  0.222
O -4.9563 -1.3638 8.2529  -0.533
O 2.0871 7.4622 4.4031  -0.334
C -2.4670 -1.2175 2.0214  -0.361
H 1.8918 0.2190 1.2525  0.776
H -1.9840 0.8512 -5.8730  0.433
H 5.4601 0.9393 1.6411  0.417
S 3.5878 7.7559 3.8378  1.070
H -2.7753 0.1704 -2.1706  -0.425
F -1.8039 2.9125 3.6455  -0.224
H -6.3841 -5.1807 -0.9645  0.306
H -4.5299 -5.6299 -2.8200  0.347
C -3.4481 -4.8901 0.5989  -0.434
H -3.9483 -5.7323 1.2407  0.404
N 1.0481 0.1535 0.6438  0.792
H 0.8424 7.3707 2.7758  0.336
C -1.6891 -0.0638 -1.7339  0.971
H -3.8366 -3.8825 -2.6974  -0.333
H -5.6722 -3.4451 -0.6024  -0.127
H 3.1316 -1.6653 1.3725  0.219
H -7.3669 0.4689 -5.2470  0.280
H -1.2461 0.9647 -1.4090  0.077
O 4.6932 0.9449 -0.2923  -0.269
H 2.0672 -3.4904 -1.2427  0.434
C 7.6600 6.7041 5.2247  -0.106
H -3.1630 -6.5550 -0.9316  0.328
H -2.3541 -4.7407 1.0521  0.138
H 0.6333 6.0465 3.9554  0.250
O 4.5396 7.2205 4.7858  -0.489
C 1.3639 6.6843 3.4508  -0.324
H -0.7397 1.4503 0.6473  0.841
H 4.9150 -0.6331 0.9944  -0.116
C 2.3278 -2.2629 0.7671  -0.878
C -5.7396 -4.3080 -1.4059  0.048
C -5.1895 -1.1318 1.6161  -0.500
H 3.1077 -1.9250 -1.4409  0.059
H -2.6235 2.0611 7.1716  0.345
O 1.4609 -4.0815 -5.4778  -0.514
C -0.6607 2.2884 2.8790  0.252
H -2.2498 0.0428 5.4204  -0.026
C -4.2913 -4.7638 -2.0340  -0.070
H 8.5639 7.9949 6.7451  0.314
H -7.7510 -3.7817 -2.5510  0.353
H 0.1334 0.2196 -3.1709  0.079
H 5.0540 -3.2314 0.0681  0.250
S 9.8201 5.5781 4.6681  1.097
C -0.3286 0.4600 1.1730  -1.682
C 4.2306 -3.7606 -0.5741  -0.637
H 4.0060 -4.8490 -0.1985  0.436
H 4.3531 -3.1917 -8.4061  0.304
O 3.6390 9.1158 3.3536  -0.548
C 8.7972 7.5650 5.7682  -0.354
H 2.7458 5.0116 3.2943  0.268
O 4.3129 -0.6633 -2.1612  -0.465
O 1.3128 0.8628 4.1913  -0.506
H -4.0453 -1.4570 -5.1600  0.302
C -2.4506 0.3048 -4.9381  -0.411
C 1.5389 0.7616 -0.6507  0.362
C -3.1880 0.4206 5.8356  0.051
O 9.9182 6.6886 5.8587  -0.307
H -4.0731 -0.1409 -6.5162  0.310
C -2.9994 1.0363 7.2194  -0.364
O 0.3015 3.1332 2.4426  -0.396
H 0.4971 2.2502 -2.0366  0.205
S 5.2176 0.3790 -1.7294  1.132
Br -3.7280 1.4014 0.9832  -0.099
H 7.4196 0.9529 0.1771  0.321
O -4.2908 1.0016 7.8225  -0.331
O 3.2319 -4.4156 -7.2017  -0.297
C -0.7139 -0.5973 -2.9811  -0.328
O 5.5756 1.5047 -2.5607  -0.598
H 5.2766 -4.0496 -7.1412  0.314
H -2.1529 -4.9987 -1.2759  0.108
S -5.0960 -0.3072 7.2756  1.096
H 0.8891 -1.4808 -0.7158  -0.787
H -2.1457 -1.9263 -4.1920  0.198
C -3.2325 -5.3867 -0.9489  -0.415
H -3.9863 -3.8577 0.7184  -0.108
C -3.8062 -0.2889 2.0334  0.047
C 4.3400 -3.5322 -7.3656  -0.350
C -1.8774 -1.1850 -0.5750  -0.131
H 2.2653 0.0941 -1.3233  -0.025
C -1.3226 -0.8209 0.9141  0.666
H -6.1120 -0.4476 1.8934  0.393
C -7.2154 -1.3418 -3.8577  -0.726
C 5.4241 0.3056 0.7517  0.054
F 0.3446 -1.3314 3.9732  -0.194
H -6.2036 -1.4680 -1.7954  -0.090
H -5.0084 0.4509 -3.3585  0.005
H -7.7309 -2.2353 -4.4581  0.267
O 8.2625 5.8391 4.2635  -0.282
Br 5.0744 -4.0078 -2.4144  -0.168
C -1.5387 -0.9304 -4.3580  -0.471
H -2.0705 -1.2985 3.1301  0.266
C -3.9237 -0.2881 -5.3465  -0.735
H 9.0522 8.3683 5.0689  0.317
H -6.1662 -4.1876 -3.6434  0.310
O 9.9280 4.2644 5.2586  -0.545
O 6.5860 -0.3259 -1.1924  -0.334
C 2.8924 -2.8240 -0.7005  -0.176
H -5.0291 -2.0714 -3.2576  -0.462
C 1.2716 2.1364 -1.1516  -0.810
H -0.1140 -1.5852 -2.6817  -0.081
H -3.9921 0.0249 3.1704  -0.053
H 7.3374 -0.7533 0.6974  0.364
O 1.0530 -3.4060 -7.8926  -0.540
O -0.3040 -1.9079 1.1169  -0.472
H 4.6299 -1.4690 -6.6918  0.330
C 4.0802 -2.3704 -6.4105  -0.058
H -2.3242 0.4295 7.8320  0.351
C -6.5961 -3.6428 -2.6780  -1.008
H 6.8745 7.3045 4.7579  0.188
O 10.6513 6.0193 3.5701  -0.534
H -5.1461 -1.2810 0.4564  -0.135
C -6.1395 -2.0441 -2.8351  0.929
H 1.8865 3.0284 -0.6874  0.238
H -2.8226 -2.3225 1.7409  -0.251
O -4.1174 -0.6465 6.0166  -0.264
H 7.2230 6.0842 6.0141  0.227
H -5.2630 1.5314 -4.9338  0.402
N -0.5557 0.8009 2.6254  0.927
H -3.0279 -1.4948 -0.5120  -0.491
C 6.8095 0.0439 0.1672  -0.514
H -1.3245 -2.1739 -0.9515  0.190
C 0.3715 0.0937 3.5759  0.582
C -6.5555 -0.3493 -4.9833  -0.667
H -3.6290 1.1420 5.1400  0.255
C -5.1820 0.4163 -4.5152  -0.297
S 1.9192 -3.5623 -6.7473  1.094
O 2.6741 -2.1426 -6.4737  -0.272
H -8.1045 -0.8154 -3.2675  0.296
O -6.3746 0.1250 6.7610  -0.537
C 0.9424 -1.3765 0.4713  0.958
H 2.0643 5.5293 1.7273  0.246
H -5.1893 -2.1421 2.2318  0.271
H -6.3901 -0.9677 -5.9841  0.310